# 1
{
  "formula": "C12H21Br3NO10S",
  "method": "wB97M-V/def2-TZVPD",
  "species": ["N", "O", "O", "O", "O", "C", "O", "C", "C", "C", "H", "H", "H", "H", "H", "H", "O", "C", "O", "C", "C", "C", "H", "H", "H", "H", "H", "H", "O", "S", "O", "O", "C", "C", "C", "H", "H", "H", "H", "H", "H", "H", "H", "C", "Br", "Br", "Br", "H"],
  "positions_angstrom": [[0.7205, 3.6626, -1.5755], [0.2022, 3.9464, -2.6656], [0.4344, 2.5212, -1.1364], [1.4723, 4.3919, -0.9707], [-5.2510, 2.9192, 0.3834], [-5.6074, 3.0370, 1.5697], [-5.9762, 1.9456, 2.2711], [-6.6882, 2.2010, 3.4667], [-6.6817, 3.7494, 3.5875], [-5.7416, 4.2997, 2.4413], [-6.1978, 1.7598, 4.3344], [-7.6874, 1.7821, 3.3472], [-6.2623, 4.1426, 4.5136], [-7.7123, 4.1009, 3.6367], [-4.7992, 4.5946, 2.9028], [-6.2689, 5.1158, 1.9473], [4.1255, 0.5299, -5.8065], [5.2996, 0.5297, -5.4935], [6.1622, 0.6345, -6.4707], [7.5154, 0.4676, -6.0605], [7.4872, 0.0203, -4.5979], [6.0520, 0.3892, -4.1908], [7.9515, 1.4635, -6.1381], [8.1008, -0.3191, -6.5364], [8.2186, 0.5112, -3.9560], [7.5632, -1.0458, -4.3837], [5.9020, 1.3700, -3.7395], [5.5217, -0.3672, -3.6122], [-2.0784, -3.9984, -0.3512], [-1.5131, -4.4439, 0.9027], [-1.9921, -3.9410, 2.1586], [-1.7494, -6.0625, 1.0459], [-1.4164, -6.8120, -0.0316], [-1.7029, -8.2884, 0.2753], [0.3453, -4.4169, 0.9439], [-0.3470, -6.7013, -0.2116], [-1.9929, -6.5309, -0.9129], [-2.7608, -8.4556, 0.0729], [-1.4686, -8.5153, 1.3153], [-1.0237, -8.8701, -0.3479], [0.5627, -3.4470, 1.3911], [0.5777, -4.5402, -0.1139], [0.6544, -5.2350, 1.5945], [1.5564, 6.4648, 4.9432], [1.2694, 7.8280, 6.4310], [0.5789, 4.7200, 5.2068], [3.4817, 6.1317, 4.6498], [1.1635, 6.7602, 3.9704]],
  "nbo_charge": [0.714, -0.569, -0.595, -0.549, -0.543, 0.777, -0.486, -0.066, -0.437, -0.517, 0.185, 0.182, 0.210, 0.208, 0.245, 0.242, -0.558, 0.779, -0.481, -0.082, -0.435, -0.528, 0.185, 0.193, 0.221, 0.209, 0.252, 0.246, -0.901, 2.320, -0.916, -0.703, -0.075, -0.619, -0.845, 0.153, 0.193, 0.214, 0.215, 0.211, 0.265, 0.245, 0.243, -0.427, 0.049, 0.066, 0.085, 0.228],
  "gap_ev": 4.67,
  "de_lowest_kj_mol": 265.6,
  "multiplicity": 1,
  "charge": -1,
  "homo_energy_ha": -0.13135
}



# 2
{
  "formula": "C8H10N2S2",
  "method": "wB97M-V/def2-TZVPD",
  "species": ["C", "C", "C", "C", "C", "C", "C", "C", "H", "H", "H", "H", "H", "H", "H", "H", "H", "H", "N", "N", "S", "S"],
  "positions_angstrom": [[4.0481, -0.2844, 1.0111], [1.6936, 0.0702, -0.3671], [1.1245, -1.1353, -0.7364], [-0.2408, -1.3469, -0.5890], [-1.0523, -0.3489, -0.0589], [-3.4954, 0.1912, -0.1483], [-0.4819, 0.8643, 0.3483], [0.8793, 1.0774, 0.1581], [3.7994, -1.3502, 1.1119], [5.1354, -0.1570, 0.9708], [3.6437, 0.2823, 1.8263], [1.7372, -1.9353, -1.1694], [-0.6903, -2.3021, -0.9136], [-2.7060, -1.5229, 0.4394], [-4.0487, 1.8837, -1.0191], [-2.3328, 1.5669, -1.1866], [-1.0874, 1.6097, 0.8136], [1.3357, 2.0070, 0.4702], [-2.4252, -0.6175, 0.1164], [-3.2285, 1.3913, -0.7142], [3.4406, 0.3576, -0.5791], [-5.0483, -0.3009, 0.2156]],
  "nbo_charge": [-0.726, -0.203, -0.191, -0.229, 0.142, 0.293, -0.257, -0.179, 0.217, 0.230, 0.215, 0.230, 0.225, 0.424, 0.418, 0.403, 0.233, 0.227, -0.610, -0.809, 0.216, -0.268],
  "gap_ev": 8.81,
  "de_lowest_kj_mol": 0.0,
  "multiplicity": 1,
  "smiles": "CSc1ccc(NC(N)=S)cc1",
  "homo_energy_ha": -0.30676
}



# 3
{
  "formula": "C3H2ClNOS",
  "method": "wB97M-V/def2-TZVPD",
  "species": ["C", "C", "C", "H", "H", "N", "O", "S", "Cl"],
  "positions_angstrom": [[0.5560, 0.3558, 0.1612], [0.4960, -1.7740, -0.0694], [-0.3045, -0.5599, -0.0431], [-1.0873, 1.7366, 0.6460], [0.0886, -2.9123, -0.3303], [1.7736, -1.4255, -0.0074], [1.8572, -0.1380, 0.0888], [0.2300, 2.0459, -0.0962], [-2.0258, -0.5063, 0.0160]],
  "nbo_charge": [0.079, -0.050, -0.204, 0.177, 0.246, -0.100, -0.242, 0.037, 0.056],
  "gap_ev": 9.60,
  "de_lowest_kj_mol": 266.7,
  "multiplicity": 1,
  "smiles": "Sc1oncc1Cl",
  "homo_energy_ha": -0.33972
}



# 4
{
  "formula": "C45H48Cl2N3O2P2RuSi2",
  "method": "wB97M-V/def2-TZVPD",
  "species": ["Ru", "C", "Si", "C", "C", "N", "P", "C", "P", "N", "Si", "C", "C", "C", "C", "C", "C", "C", "C", "C", "C", "C", "C", "C", "C", "C", "C", "C", "C", "C", "C", "C", "C", "C", "C", "C", "C", "C", "H", "H", "H", "H", "H", "H", "H", "H", "H", "H", "H", "H", "H", "H", "H", "H", "H", "H", "H", "H", "H", "H", "H", "H", "H", "H", "H", "H", "H", "H", "H", "H", "H", "H", "H", "H", "H", "H", "Cl", "C", "C", "C", "C", "C", "Cl", "C", "N", "C", "C", "C", "C", "C", "C", "C", "C", "O", "O", "H", "H", "H", "H", "H", "H", "H", "H", "H", "H"],
  "positions_angstrom": [[-0.3630, -0.3003, -0.5951], [-2.4705, 4.3077, -2.1566], [-2.6106, 2.4076, -1.9033], [-3.8942, 2.1533, -0.5348], [-3.0969, 1.6903, -3.5585], [-1.1160, 1.5641, -1.4508], [0.4094, 1.7323, -2.0225], [1.1169, 0.1871, -1.7257], [1.5200, -1.4639, -1.6080], [0.2696, -2.2586, -0.9307], [-0.3024, -3.8099, -0.1801], [0.5621, -4.0507, 1.5375], [-2.1638, -3.5129, 0.0568], [0.1716, -5.2613, -1.2516], [3.0936, -1.7776, -0.8530], [3.8496, -0.7415, -0.3613], [5.1407, -1.0084, 0.0826], [5.5838, -2.3578, 0.1375], [4.7733, -3.3953, -0.3220], [3.5181, -3.1135, -0.8364], [1.9210, -2.1584, -3.1786], [3.1694, -1.8272, -3.7839], [3.6534, -2.6992, -4.8063], [2.8406, -3.7101, -5.2891], [1.5135, -3.7286, -4.9402], [1.0278, -2.9729, -3.9059], [0.6970, 2.0291, -3.7954], [1.0588, 0.9977, -4.7561], [1.2891, 1.3910, -6.1319], [0.8369, 2.6139, -6.5827], [0.3800, 3.5608, -5.6758], [0.3581, 3.2858, -4.3265], [1.1406, 3.2252, -1.2370], [0.5779, 3.9605, -0.1723], [1.3465, 5.0057, 0.3970], [2.6640, 5.2189, -0.1031], [3.1411, 4.5666, -1.1753], [2.4180, 3.4897, -1.6874], [-3.4739, 4.7185, -2.2620], [-1.8249, 4.6665, -3.0125], [-1.9952, 4.6109, -1.2512], [-4.7705, 2.8628, -0.5983], [-3.4807, 2.2377, 0.4531], [-4.3217, 1.0966, -0.5122], [-3.0651, 2.4393, -4.3824], [-4.1937, 1.5295, -3.5889], [-2.6677, 0.6733, -3.7202], [0.1134, -4.8581, 2.1546], [0.6142, -3.1268, 2.1509], [1.5843, -4.3548, 1.3165], [-2.6880, -2.7814, -0.5536], [-2.2969, -3.2421, 1.1309], [-2.7767, -4.4580, -0.0714], [-0.4856, -5.6051, -2.0456], [0.3720, -6.1963, -0.6522], [1.1391, -4.9837, -1.6879], [3.5263, 0.2842, -0.4112], [5.8576, -0.2867, 0.3978], [6.5995, -2.7063, 0.4295], [5.0981, -4.4368, -0.3767], [2.8719, -3.9844, -1.0087], [3.7804, -1.0736, -3.2767], [4.7282, -2.6385, -5.0918], [3.1273, -4.3263, -6.1047], [0.8927, -4.5083, -5.4133], [-0.0146, -2.9598, -3.6674], [1.1458, -0.0827, -4.5293], [1.5157, 0.5793, -6.8302], [0.9134, 2.8883, -7.6167], [-0.0024, 4.4540, -6.0861], [0.1831, 4.1007, -3.6323], [-0.2917, 3.5484, 0.3650], [0.9357, 5.6831, 1.1591], [3.3840, 5.9239, 0.2777], [4.1529, 4.7296, -1.4629], [2.9367, 2.8757, -2.4335], [-0.1382, -0.8372, 5.8239], [-1.5645, -1.5753, 6.3565], [-1.3609, -2.7030, 7.1967], [-2.3846, -3.3507, 7.8748], [-3.6757, -2.7321, 7.8177], [-3.8846, -1.5769, 6.9949], [-5.4831, -1.1326, 6.6726], [-2.8312, -0.9303, 6.3093], [-3.1178, 0.2953, 5.7221], [-2.1547, 1.2483, 5.2778], [-1.5335, 2.1161, 6.1575], [-0.7253, 3.1759, 5.6513], [-0.6930, 3.4728, 4.2902], [-1.3232, 2.5969, 3.4081], [-1.9870, 1.4417, 3.9013], [-2.6538, 0.4565, 2.9842], [-1.7481, 0.0589, 1.7512], [-0.5056, 0.2852, 1.7487], [-2.3129, -0.3605, 0.6811], [-0.3470, -3.0428, 7.2345], [-2.1962, -4.1576, 8.5410], [-4.5443, -3.0149, 8.3706], [-4.0705, 0.5484, 5.5642], [-1.5600, 1.8706, 7.2667], [-0.2551, 3.7879, 6.3954], [-0.2600, 4.3316, 3.8324], [-1.2597, 2.8226, 2.3425], [-3.5949, 0.8636, 2.4958], [-2.9826, -0.4897, 3.4086]],
  "mulliken_spin": [2.407, 0.006, 0.011, 0.002, -0.001, 0.094, -0.047, 0.563, -0.293, 0.160, -0.007, 0.006, 0.013, 0.002, 0.012, 0.013, 0.003, 0.001, 0.000, 0.000, 0.002, -0.005, -0.001, 0.002, 0.000, -0.004, -0.020, 0.029, 0.003, 0.000, 0.001, 0.001, -0.014, 0.009, 0.001, 0.002, 0.000, 0.004, 0.000, -0.001, -0.001, 0.000, -0.001, 0.000, 0.000, -0.001, 0.003, 0.000, 0.000, -0.001, -0.005, -0.001, 0.001, 0.000, 0.000, -0.001, -0.012, 0.000, 0.000, 0.000, -0.001, 0.002, 0.000, 0.000, 0.000, -0.004, -0.023, 0.000, 0.000, 0.000, 0.000, 0.005, 0.000, 0.000, 0.000, -0.001, 0.055, 0.170, -0.077, 0.191, -0.078, 0.121, 0.026, 0.142, 0.426, -0.044, 0.035, -0.008, 0.013, 0.000, 0.031, 0.003, 0.006, 0.067, 0.010, 0.001, 0.009, -0.002, -0.022, 0.000, 0.000, 0.001, 0.002, 0.004, -0.001],
  "s2": 6.056,
  "gap_ev": [5.81, 2.98],
  "multiplicity": 5,
  "charge": 1,
  "homo_energy_ha": [-0.32847, -0.35638]
}



# 5
{
  "formula": "C3HN",
  "method": "wB97M-V/def2-TZVPD",
  "species": ["C", "C", "C", "H", "N"],
  "positions_angstrom": [[0.9356, 1.3605, 0.7094], [0.3876, 0.4278, 0.2845], [-0.4229, -0.4998, -0.2780], [1.4931, 2.0552, 1.3290], [-0.9849, -1.3980, -0.8035]],
  "nbo_charge": [-0.062, -0.165, 0.214, 0.248, -0.234],
  "gap_ev": 11.62,
  "de_lowest_kj_mol": 19.1,
  "multiplicity": 1,
  "smiles": "C#CC#N",
  "homo_energy_ha": -0.41221
}



no.,calculated total energy (a.u.)
1,-9397.08651
2,-1216.75281
3,-1103.77698
4,-4335.00823
5,-169.57439